(1)
Molecular formula: C3H3NO2
Method: DFT, the ωB97M-V functional and the def2-TZVPD basis

Values from the calculation:
ΔE to the lowest compared entry with this formula, charge and spin, eV: 1.314
DFT total energy, eV: -8743.817
HOMO, Eh: -0.3841

```
! wB97M-V def2-TZVPD RIJCOSX def2/J DEFGRID3
* xyz 0 1
C 3.00 -0.05 0.92
C -1.02 1.69 0.31
C -0.79 -0.68 -0.47
N -0.68 0.75 -0.31
O 3.17 -0.98 0.31
O -1.18 2.73 0.80
H -1.56 -1.19 0.14
H -1.09 -0.94 -1.50
H 0.16 -1.33 -0.20
*
```

(2)
Molecular formula: C15H49N2O12Zr
Method: DFT, the ωB97M-V functional and the def2-TZVPD basis

Values from the calculation:
DFT total energy, eV: -45147.058
HOMO, Eh: -0.5610

```
! wB97M-V def2-TZVPD RIJCOSX def2/J DEFGRID3
* xyz 3 1
Zr 1.01 3.83 -0.75
C 0.35 0.49 0.16
O 0.68 1.81 -0.17
H 0.90 0.25 1.07
H -0.71 0.28 0.36
H 0.74 -0.23 -0.57
C -3.49 -3.93 3.70
C -3.54 -2.78 2.70
C -2.18 -2.09 2.54
O -1.92 -1.34 3.71
C -0.71 -0.62 3.70
N -4.03 -3.19 1.39
H -4.44 -4.38 3.97
H -2.96 -3.56 4.58
H -2.90 -4.79 3.36
H -4.21 -2.02 3.12
H -2.23 -1.34 1.73
H -1.35 -2.78 2.36
H -0.69 -0.04 4.62
H -0.69 0.10 2.88
H 0.10 -1.35 3.81
H -5.05 -3.12 1.37
H -3.92 -4.20 1.27
C 1.66 -0.10 -5.72
C 0.96 0.45 -4.47
C -0.04 -0.56 -3.93
O -0.96 -1.00 -4.89
C -1.92 -0.05 -5.29
N 1.95 0.69 -3.38
H 0.93 -0.22 -6.52
H 2.23 -1.02 -5.57
H 2.44 0.63 -5.97
H 0.43 1.37 -4.72
H -0.58 -0.18 -3.04
H 0.56 -1.43 -3.62
H -1.45 0.84 -5.75
H -2.47 0.31 -4.40
H -2.57 -0.52 -6.01
H 2.61 1.35 -3.79
H 2.50 -0.16 -3.26
C -3.55 2.74 1.77
C -3.62 1.63 0.73
O -3.31 2.05 -0.60
O -2.16 3.01 2.02
H -4.04 2.39 2.69
H -4.06 3.65 1.44
H -4.62 1.19 0.77
H -2.94 0.82 1.00
H -4.13 2.41 -0.96
H -2.16 3.91 2.38
C 2.74 0.91 3.35
C 3.06 0.26 4.67
O 2.89 1.21 5.73
O 3.66 1.93 3.05
H 1.72 1.35 3.38
H 2.62 0.16 2.57
H 4.13 0.05 4.58
H 2.42 -0.59 4.90
H 3.14 0.79 6.56
H 3.62 2.64 3.70
C 4.12 -2.74 -0.97
C 3.09 -2.07 -1.88
O 3.29 -2.27 -3.26
O 3.87 -4.12 -0.73
H 4.18 -2.24 0.00
H 5.05 -2.58 -1.53
H 3.20 -1.00 -1.68
H 2.10 -2.39 -1.52
H 3.68 -3.14 -3.43
H 3.07 -4.35 -1.22
O -1.44 3.60 -0.80
H -2.06 4.07 -1.37
H -1.95 2.83 -0.44
O 2.54 3.56 0.90
H 2.43 3.31 1.85
H 3.51 3.63 0.79
O 0.39 2.91 -2.70
H 0.66 1.95 -2.85
H -0.15 3.16 -3.47
*
```

(3)
Molecular formula: C5H9ClS2
Method: DFT, the ωB97M-V functional and the def2-TZVPD basis

Values from the calculation:
ΔE to the lowest compared entry with this formula, charge and spin, eV: 6.930
DFT total energy, eV: -39516.745
HOMO, Eh: -0.3371

```
! wB97M-V def2-TZVPD RIJCOSX def2/J DEFGRID3
* xyz 0 1
C 0.49 -1.08 -1.44
C -0.43 -0.77 -0.37
C -0.34 -0.91 1.21
C -0.33 0.74 1.36
C -0.91 0.84 -0.11
H 2.49 0.35 -0.46
H 0.32 -2.06 -2.06
H 0.63 -0.37 -2.40
H 0.65 -1.44 1.37
H -1.31 -1.25 1.75
H -0.84 1.29 2.35
H 0.74 0.90 1.42
H -1.96 1.00 -0.09
H 1.00 3.34 0.14
S 2.08 -1.23 -0.50
S -0.02 1.89 -1.25
Cl -2.26 -1.25 -0.91
*
```

(4)
Molecular formula: C23H26NO6S
Method: DFT, the ωB97M-V functional and the def2-TZVPD basis

Values from the calculation:
DFT total energy, eV: -48883.399
HOMO, Eh: -0.1108

```
! wB97M-V def2-TZVPD RIJCOSX def2/J DEFGRID3
* xyz -1 1
C -4.72 -2.01 -3.50
C -3.73 -0.88 -3.46
O -2.41 -1.44 -3.44
C -1.45 -0.48 -3.32
C -0.15 -1.14 -3.14
C 1.10 -0.43 -3.29
O 1.30 0.77 -3.30
C 2.20 -1.50 -3.48
C 1.52 -2.83 -3.19
C 0.01 -2.59 -3.38
O -1.69 0.71 -3.36
H -5.73 -1.59 -3.46
H -4.63 -2.59 -4.42
H -4.60 -2.67 -2.64
H -3.84 -0.23 -4.34
H -3.86 -0.28 -2.55
H 2.54 -1.45 -4.52
H 3.07 -1.31 -2.84
H 1.88 -3.64 -3.83
H 1.71 -3.11 -2.14
H -0.61 -3.24 -2.74
H -0.27 -2.80 -4.42
C -1.05 6.46 -0.80
O 0.04 5.76 -1.44
C 0.50 4.59 -0.92
C 1.54 3.97 -1.66
C 1.99 2.73 -1.28
C 1.47 2.08 -0.15
C 1.94 0.76 0.26
N 1.59 0.28 1.41
S 2.30 -1.15 2.08
C 1.35 -1.44 3.58
C 1.82 -1.00 4.82
C 1.12 -1.33 5.97
C -0.03 -2.12 5.92
C -0.76 -2.49 7.18
C -0.48 -2.55 4.67
C 0.20 -2.23 3.51
O 2.05 -2.24 1.16
O 3.65 -0.82 2.49
C 0.49 2.73 0.62
C -0.01 3.97 0.25
H -1.18 7.34 -1.44
H -1.97 5.86 -0.79
H -0.78 6.78 0.22
H 1.94 4.49 -2.52
H 2.77 2.23 -1.86
H 2.67 0.31 -0.42
H 2.72 -0.40 4.87
H 1.48 -0.99 6.94
H -1.63 -3.12 6.95
H -0.10 -3.05 7.87
H -1.10 -1.60 7.72
H -1.38 -3.17 4.61
H -0.14 -2.59 2.54
H 0.14 2.24 1.54
H -0.78 4.46 0.85
*
```

Number 1: orbital gap 11.12 eV. Number 2: orbital gap 1.78 eV. Number 3: orbital gap 7.20 eV. Number 4: orbital gap 5.36 eV.